DFT (the ωB97M-V functional and the def2-TZVPD basis) results for a structure of composition C17H24N6O5Zr at a distorted geometry.

```
53
Properties=species:S:1:pos:R:3
Zr -1.155 -1.048 -0.081
O -4.467 -1.986 2.079
C -3.659 -1.893 1.214
O -2.358 -1.612 1.362
C -3.992 -2.034 -0.280
C -5.208 -2.170 -0.923
C -5.204 -2.138 -2.318
C -4.026 -1.941 -3.044
C -2.851 -1.846 -2.328
N -2.880 -1.922 -0.995
C -1.424 -1.439 -2.696
O -1.173 -0.653 -3.574
O -0.551 -1.850 -1.781
H -6.119 -2.276 -0.350
H -6.140 -2.242 -2.852
H -4.032 -1.866 -4.122
C 1.511 2.051 3.161
C 1.395 0.670 3.807
N 1.909 -0.418 2.959
C 3.234 -0.968 3.284
C 4.381 -0.171 2.668
C 1.228 -0.820 1.901
C 1.792 -1.891 1.001
N 0.044 -0.356 1.549
H 1.031 2.791 3.800
H 1.032 2.086 2.182
H 2.554 2.339 3.036
H 0.358 0.453 4.076
H 1.963 0.651 4.733
H 3.280 -2.010 2.975
H 3.331 -0.961 4.367
H 4.275 -0.084 1.585
H 5.327 -0.669 2.876
H 4.430 0.835 3.084
H 2.817 -1.676 0.709
H 1.176 -1.983 0.097
H 1.793 -2.854 1.515
H -0.376 0.273 2.224
C 0.969 3.347 -3.603
N 0.396 2.424 -2.633
C -1.012 2.377 -2.288
C -1.001 1.244 -1.308
O -1.992 0.732 -0.697
N 0.212 0.745 -1.156
C 1.027 1.447 -2.001
N 2.311 1.166 -2.127
H 0.258 4.149 -3.779
H 1.171 2.848 -4.552
H 1.887 3.787 -3.215
H -1.629 2.119 -3.154
H -1.378 3.308 -1.850
H 2.664 0.327 -1.700
H 2.872 1.608 -2.838
```

Summary:
- total charge = +2
- relative energy (zero: lowest compared OMol25 entry of this formula, charge and spin) (kcal per mole) = 19.83
- calculated total energy (hartree) = -1413.70282
- orbital gap (hartree) = 0.3320
- HOMO (Eh) = -0.5712